[1]
Computed, not measured: a molecular structure, C4H4O6Sm, with ωB97M-V/def2-TZVPD.

Its net charge is +1. The multiplicity is 6. The value obtained for the HOMO energy (alpha / beta) is -13.964 / -13.999 eV. The lowest unoccupied orbital energy (alpha / beta) comes out at -7.29 / -5.72 eV. For the HOMO-LUMO gap (alpha / beta), the calculation gives 6.675 / 8.275 eV.

Each line ends with the Mulliken spin population.
CARTESIAN COORDINATES (ANGSTROEM)
1 O 0.996 -0.067 -0.930  -0.015
2 C 2.129 -0.815 -0.697  -0.001
3 O 2.983 -0.144 -0.005  -0.022
4 O 2.176 -1.993 -1.010  -0.006
5 Sm 2.018 1.748 0.268  5.076
6 O -1.947 1.424 -0.159  -0.003
7 C -1.016 1.736 0.619  -0.001
8 C -0.895 -0.567 -0.653  0.002
9 O -0.093 2.570 0.416  -0.024
10 O -0.490 0.652 1.304  -0.005
11 C -0.988 -0.632 0.881  0.000
12 H -1.279 -1.543 -0.983  0.000
13 H -1.144 -0.151 -1.633  0.000
14 H -0.434 -1.454 1.345  0.000
15 H -2.015 -0.764 1.238  0.000



[2]
Computed, not measured: a gas-phase ion, C6H10N3 (charge +1), with ωB97M-V/def2-TZVPD.

Its net charge is +1. The calculation puts the energy relative to the best compared isomer or geometry (same formula, charge and spin) at 133.52 kcal/mol. The value obtained for the HOMO energy (alpha / beta) is -12.783 / -12.783 eV. The lowest unoccupied orbital energy (alpha / beta) comes out at -4.94 / -4.94 eV. As for the SMILES: C=N/N=C\[C@H](C)C=[N+]=C. For the HOMO-LUMO gap (alpha / beta), the calculation gives 7.839 / 7.838 eV.

Each line ends with the natural charge from an NBO analysis.
CARTESIAN COORDINATES (ANGSTROEM)
1 C -0.369 -1.680 2.648  -0.147
2 N -0.910 -0.800 1.917  -0.179
3 N -1.684 -0.638 0.950  -0.093
4 C -1.572 -0.077 -0.198  -0.028
5 C -0.434 0.850 -0.600  -0.296
6 C -0.785 1.701 -1.752  -0.605
7 C 0.759 -0.106 -0.993  0.255
8 N 1.449 -0.558 -0.043  -0.261
9 C 2.197 -0.985 0.863  0.075
10 H -0.194 -2.690 2.353  0.179
11 H -0.063 -1.341 3.636  0.208
12 H -2.433 -0.015 -0.674  0.205
13 H -0.128 1.333 0.236  0.230
14 H -1.757 2.105 -1.735  0.251
15 H -0.845 0.931 -2.603  0.208
16 H 0.044 2.544 -1.860  0.245
17 H 0.746 -0.290 -2.101  0.275
18 H 1.764 -1.765 1.502  0.228
19 H 3.059 -0.541 1.324  0.249



[3]
Computed, not measured: a molecular structure, C26H28BrN4OPbS4, with ωB97M-V/def2-TZVPD.

Its net charge is -1. The calculation puts the energy relative to the best compared isomer or geometry (same formula, charge and spin) at 3.90 kcal/mol. The value obtained for the HOMO energy is -4.529 eV. The lowest unoccupied orbital energy comes out at 2.12 eV. For the HOMO-LUMO gap, the calculation gives 6.649 eV.

Each line ends with the natural charge from an NBO analysis.
CARTESIAN COORDINATES (ANGSTROEM)
1 Pb 0.968 0.768 -0.507  1.178
2 C -1.499 2.714 0.866  -0.030
3 C -1.295 2.019 1.989  0.059
4 C -2.087 0.723 1.920  -0.198
5 C -2.695 0.768 0.527  0.035
6 C -2.374 1.932 -0.051  -0.007
7 C -2.743 2.427 -1.416  -0.649
8 C -3.545 -0.344 0.008  -0.646
9 C -3.202 0.736 2.988  -0.571
10 C -0.457 2.379 3.174  -0.660
11 C -0.965 4.073 0.522  -0.651
12 H -1.858 2.495 -2.056  0.247
13 H -3.178 3.429 -1.369  0.215
14 H -3.462 1.771 -1.906  0.215
15 H -4.523 -0.369 0.501  0.211
16 H -3.075 -1.316 0.198  0.215
17 H -3.718 -0.260 -1.066  0.224
18 H -3.859 1.593 2.820  0.215
19 H -2.770 0.806 3.988  0.212
20 H -3.789 -0.183 2.934  0.209
21 H -1.032 2.922 3.932  0.211
22 H 0.395 2.997 2.889  0.240
23 H -0.055 1.481 3.651  0.224
24 H -1.748 4.832 0.622  0.214
25 H -0.601 4.113 -0.509  0.237
26 H -0.135 4.361 1.167  0.232
27 O 7.535 3.332 -1.381  -0.595
28 C 6.439 2.877 -1.153  0.180
29 S 5.118 3.790 -0.418  0.324
30 C 3.920 2.506 -0.431  -0.391
31 C 4.302 1.336 -0.965  -0.402
32 S 3.367 -0.149 -1.104  -0.398
33 S 5.944 1.236 -1.577  0.325
34 S 2.369 2.910 0.292  -0.406
35 N 0.593 1.640 -2.684  -0.738
36 C 0.370 1.723 -3.827  0.612
37 N -0.003 1.887 -5.033  -0.699
38 C 0.484 1.342 -6.126  0.448
39 N 0.836 0.890 -7.136  -0.500
40 Br -0.172 -5.706 -4.397  0.061
41 C -0.010 -4.044 -3.523  -0.068
42 C 0.945 -3.140 -3.943  -0.231
43 C 1.023 -1.934 -3.264  0.054
44 N 0.228 -1.614 -2.239  -0.438
45 C -0.685 -2.508 -1.857  0.050
46 C -0.848 -3.742 -2.467  -0.287
47 H 1.608 -3.355 -4.770  0.232
48 H 1.758 -1.186 -3.549  0.228
49 H -1.314 -2.223 -1.014  0.203
50 H -1.602 -4.438 -2.126  0.229
51 C 1.994 -1.785 2.632  -0.589
52 C 0.590 -2.407 2.552  -0.158
53 C 0.270 -3.104 3.879  -0.584
54 C 0.552 -3.428 1.411  -0.586
55 C -0.399 -1.326 2.311  0.090
56 C -1.200 -0.450 2.112  -0.054
57 H 2.728 -2.564 2.856  0.205
58 H 2.040 -1.026 3.417  0.213
59 H 2.286 -1.311 1.693  0.233
60 H 0.996 -3.902 4.058  0.203
61 H -0.732 -3.538 3.861  0.208
62 H 0.321 -2.397 4.709  0.212
63 H 1.225 -4.258 1.644  0.206
64 H 0.881 -2.975 0.475  0.222
65 H -0.457 -3.825 1.271  0.206



[4]
Computed, not measured: 4 unconnected molecules or ions with the total composition C26H37F10NO10PS, with ωB97M-V/def2-TZVPD.

Its net charge is +1. The value obtained for the HOMO energy is -11.872 eV. The lowest unoccupied orbital energy comes out at -4.99 eV. For the HOMO-LUMO gap, the calculation gives 6.886 eV.

Each line ends with the Löwdin charge.
CARTESIAN COORDINATES (ANGSTROEM)
1 C 5.004 -2.190 -2.503  -0.164
2 C 5.707 -0.739 -2.318  -0.513
3 S 4.724 0.449 -1.282  0.844
4 C 4.234 1.956 -2.301  -0.379
5 C 2.732 1.679 -2.798  -0.109
6 C 1.675 1.569 -1.639  0.086
7 C 0.191 1.299 -1.970  0.011
8 C -0.947 1.222 -0.830  -0.312
9 O -0.668 1.063 0.376  0.120
10 O -2.292 1.403 -1.327  -0.034
11 C -2.977 0.114 -1.243  -0.175
12 O -2.034 -0.974 -1.247  -0.240
13 C -2.367 -1.979 -2.252  -0.063
14 C -0.173 1.106 -3.473  0.047
15 C 0.958 1.236 -4.551  -0.225
16 P 0.367 0.971 -6.359  0.927
17 C -1.265 -0.011 -6.324  -0.287
18 O 1.500 -0.100 -7.070  -0.341
19 N 2.350 1.535 -4.205  -0.042
20 C 3.386 1.695 -5.273  -0.122
21 C 4.238 0.368 -5.580  -0.120
22 F 4.363 0.251 -7.027  -0.091
23 H 5.411 -2.900 -1.704  0.080
24 H 5.369 -2.615 -3.516  0.084
25 H 3.865 -2.148 -2.482  0.068
26 H 6.793 -0.824 -1.932  0.096
27 H 5.783 -0.290 -3.364  0.037
28 H 4.196 2.820 -1.551  0.104
29 H 4.992 2.095 -3.139  0.081
30 H 1.957 1.706 -0.539  0.130
31 H -3.620 0.134 -0.298  0.158
32 H -3.652 0.036 -2.163  0.148
33 H -3.398 -2.395 -1.989  0.115
34 H -1.585 -2.821 -2.136  0.120
35 H -2.314 -1.489 -3.283  0.084
36 H -1.264 0.892 -3.757  0.101
37 H -1.190 -0.968 -5.677  0.054
38 H -2.086 0.678 -5.932  0.051
39 H -1.552 -0.363 -7.375  0.069
40 H 1.741 -0.833 -6.450  0.066
41 H 2.942 2.032 -6.287  0.136
42 H 4.111 2.547 -4.985  0.142
43 H 5.315 0.581 -5.218  0.122
44 H 3.803 -0.595 -5.152  0.129
45 C -1.752 -2.117 1.480  -0.061
46 C -1.101 -2.746 2.696  -0.189
47 O -2.043 -3.565 3.408  0.025
48 C -2.226 -4.811 2.924  -0.366
49 O -1.660 -5.252 1.957  0.162
50 C -3.209 -5.582 3.801  -0.512
51 F -4.293 -4.847 4.132  0.147
52 F -2.643 -5.974 4.962  0.161
53 F -3.673 -6.695 3.206  0.160
54 H -2.652 -1.568 1.769  0.072
55 H -1.063 -1.433 0.984  0.064
56 H -2.061 -2.879 0.761  0.075
57 H -0.780 -1.963 3.386  0.129
58 H -0.211 -3.321 2.425  0.127
59 C -5.924 -1.606 5.620  -0.056
60 C -6.314 -0.995 4.289  -0.200
61 O -5.958 0.397 4.245  0.028
62 C -4.674 0.667 3.934  -0.365
63 O -3.841 -0.171 3.703  0.150
64 C -4.447 2.176 3.874  -0.511
65 F -5.013 2.825 4.911  0.162
66 F -4.970 2.717 2.751  0.154
67 F -3.142 2.506 3.886  0.149
68 H -6.357 -1.037 6.446  0.086
69 H -6.266 -2.641 5.685  0.084
70 H -4.840 -1.591 5.757  0.078
71 H -7.398 -1.045 4.166  0.128
72 H -5.870 -1.538 3.450  0.123
73 C 0.837 2.708 3.630  -0.056
74 C 1.667 3.882 3.147  -0.201
75 O 2.955 3.889 3.783  0.030
76 C 3.886 3.077 3.243  -0.365
77 O 3.695 2.367 2.288  0.137
78 C 5.213 3.221 3.984  -0.513
79 F 5.058 3.230 5.323  0.162
80 F 5.842 4.372 3.663  0.159
81 F 6.073 2.224 3.707  0.159
82 H 0.765 2.712 4.720  0.088
83 H -0.169 2.747 3.208  0.075
84 H 1.295 1.758 3.343  0.077
85 H 1.175 4.817 3.424  0.129
86 H 1.770 3.883 2.058  0.118



[5]
Computed, not measured: C6H5I in the gas phase, with ωB97M-V/def2-TZVPD.

The calculation puts the energy relative to the best compared isomer or geometry (same formula, charge and spin) at 45.31 kcal/mol. The value obtained for the HOMO energy is -8.787 eV. The lowest unoccupied orbital energy comes out at -0.12 eV. As for the SMILES: C=C=C=C/C=C\I. For the HOMO-LUMO gap, the calculation gives 8.666 eV.

Each line ends with the natural charge from an NBO analysis.
CARTESIAN COORDINATES (ANGSTROEM)
1 C -1.621 0.030 1.301  -0.426
2 C -0.880 1.015 1.028  0.018
3 C 0.004 1.709 0.449  0.008
4 C 0.960 1.715 -0.416  -0.279
5 C 1.122 0.269 -0.869  -0.212
6 C 0.071 -0.571 -1.131  -0.325
7 I -1.724 0.112 -2.043  0.117
8 H -2.591 0.186 1.661  0.219
9 H -1.236 -1.013 1.185  0.222
10 H 1.237 2.626 -0.901  0.231
11 H 2.106 0.007 -0.650  0.216
12 H -0.007 -1.609 -1.202  0.210



[6]
Computed, not measured: C6H8 in the gas phase, with ωB97M-V/def2-TZVPD.

The calculation puts the energy relative to the best compared isomer or geometry (same formula, charge and spin) at 10.57 kcal/mol. The value obtained for the HOMO energy is -8.453 eV. The lowest unoccupied orbital energy comes out at 1.07 eV. As for the SMILES: C=C1C=CCC1. For the HOMO-LUMO gap, the calculation gives 9.526 eV.

Each line ends with the natural charge from an NBO analysis.
CARTESIAN COORDINATES (ANGSTROEM)
1 C -1.317 1.378 1.045  -0.410
2 C -0.445 0.547 0.445  -0.025
3 C 0.040 -0.754 0.958  -0.235
4 C 0.743 -1.408 0.036  -0.164
5 C 0.728 -0.688 -1.314  -0.439
6 C 0.236 0.783 -0.899  -0.437
7 H -1.731 1.136 2.025  0.198
8 H -1.639 2.314 0.567  0.200
9 H -0.213 -1.111 1.952  0.219
10 H 1.212 -2.394 0.154  0.214
11 H 1.756 -0.661 -1.831  0.215
12 H -0.007 -1.204 -2.071  0.216
13 H 1.159 1.473 -0.733  0.223
14 H -0.444 1.304 -1.684  0.225



[7]
Computed, not measured: a molecular structure, C8H14BBr2N2O14, with ωB97M-V/def2-TZVPD.

Its net charge is -1. The calculation puts the energy relative to the best compared isomer or geometry (same formula, charge and spin) at 5.81 kcal/mol. The value obtained for the HOMO energy is -6.281 eV. The lowest unoccupied orbital energy comes out at 2.04 eV. For the HOMO-LUMO gap, the calculation gives 8.321 eV.

Each line ends with the natural charge from an NBO analysis.
CARTESIAN COORDINATES (ANGSTROEM)
1 N -3.109 0.299 2.372  -0.886
2 H -2.743 -0.380 3.024  0.424
3 H -3.377 -0.020 1.452  0.468
4 H -2.398 1.012 2.293  0.481
5 H -4.013 0.634 2.675  0.410
6 N -1.665 0.456 -1.886  -0.910
7 H -1.905 0.422 -2.866  0.402
8 H -1.000 -0.280 -1.694  0.451
9 H -2.486 0.223 -1.346  0.464
10 H -1.327 1.332 -1.514  0.473
11 O -0.583 -1.670 -0.862  -0.615
12 C 0.132 -1.640 0.121  0.708
13 O 0.847 -0.675 0.590  -0.625
14 B 1.395 -1.062 1.928  1.172
15 O 0.941 -2.461 2.025  -0.639
16 C 0.247 -2.870 1.040  0.680
17 O -0.362 -3.964 0.875  -0.567
18 O 0.965 -0.190 3.020  -0.659
19 C 2.058 0.330 3.612  0.680
20 O 2.177 1.154 4.571  -0.549
21 C 3.318 -0.260 2.893  0.679
22 O 2.897 -0.958 1.899  -0.644
23 O 4.467 -0.006 3.085  -0.563
24 O -5.013 -1.935 -0.985  -0.715
25 C -4.113 -1.395 -0.143  0.907
26 O -3.608 -2.200 0.635  -0.780
27 O -3.743 -0.248 -0.232  -0.813
28 H -4.718 -2.641 -0.406  0.500
29 O 0.381 3.654 1.318  -0.717
30 C -0.706 2.856 1.074  0.957
31 O -0.818 2.510 -0.072  -0.848
32 O -1.489 2.552 1.953  -0.806
33 H 0.389 3.770 0.365  0.481
34 Br 1.804 0.244 -2.442  -0.045
35 C 3.587 -0.122 -3.378  -0.403
36 C 4.045 1.009 -4.273  -0.435
37 Br 2.725 1.232 -5.733  -0.033
38 H 3.421 -1.007 -3.991  0.221
39 H 4.293 -0.317 -2.571  0.234
40 H 4.988 0.657 -4.692  0.226
41 H 4.098 1.954 -3.733  0.235



[8]
Computed, not measured: 2 unconnected molecules or ions with the total composition C3H2F3NO, with ωB97M-V/def2-TZVPD.

The calculation puts the energy relative to the best compared isomer or geometry (same formula, charge and spin) at 142.61 kcal/mol. The value obtained for the HOMO energy (alpha / beta) is -8.783 / -9.043 eV. The lowest unoccupied orbital energy (alpha / beta) comes out at -1.52 / -1.38 eV. For the HOMO-LUMO gap (alpha / beta), the calculation gives 7.265 / 7.668 eV.

Each line ends with the natural charge from an NBO analysis.
CARTESIAN COORDINATES (ANGSTROEM)
1 C 1.657 0.085 -0.542  -0.399
2 C 0.290 0.148 -0.661  0.058
3 C -0.931 -0.114 1.177  0.965
4 N -0.489 0.189 -1.615  0.152
5 O -1.537 -0.037 -2.172  -0.251
6 F -0.718 -1.244 1.847  -0.318
7 F -0.435 0.891 1.862  -0.326
8 F -2.258 0.147 1.020  -0.328
9 H 2.359 -0.031 -1.398  0.228
10 H 2.063 -0.034 0.482  0.220